# 1
{
  "formula": "C6H6N2O2S",
  "method": "ωB97M-V with the def2-TZVPD basis set",
  "lumo_ev": 0.715,
  "spin_multiplicity": 1,
  "orbital_gap_ev": 7.890,
  "species": ["C", "C", "C", "C", "C", "C", "N", "N", "O", "O", "S", "H", "H", "H", "H", "H", "H"],
  "coordinates": [[3.76690, -0.26757, 0.12080], [0.06320, 0.41799, -0.05766], [1.40823, 0.04656, -0.11413], [2.17724, 1.19498, 0.05178], [0.13424, 1.81269, -0.00266], [-1.19813, -1.41865, 0.61380], [3.47074, 0.97336, 0.20859], [-0.99520, 2.55994, 0.06405], [1.39596, 2.30121, 0.13061], [-1.17052, -0.19688, -0.18153], [2.41201, -1.38081, -0.17414], [4.70176, -0.65775, 0.23694], [-2.05165, -1.91401, 0.34974], [-1.21527, -1.11197, 1.78756], [-0.26714, -1.97908, 0.31686], [-1.69359, 2.18069, -0.67298], [-0.92443, 3.52742, 0.28147]],
  "forces_ev_per_a": [[-2.26, -0.19, -0.39], [-0.83, 2.46, -0.60], [0.64, -1.32, -0.05], [-1.15, -2.39, -0.30], [-0.59, -2.14, 0.99], [3.02, 2.59, 2.04], [1.42, 1.55, 0.32], [-1.62, -0.88, -1.92], [-0.16, 0.15, -0.26], [1.00, -0.68, 0.54], [-0.02, 1.70, 0.31], [2.38, -0.84, 0.18], [-2.15, -1.37, -0.57], [0.21, -0.95, -2.74], [-1.08, 0.12, 0.79], [1.38, 1.61, 1.96], [-0.19, 0.58, -0.30]],
  "lowdin_charge": [-0.4346, -0.2514, -0.4143, -0.3824, -0.3110, -0.0397, 0.0698, 0.1420, 0.1536, -0.1078, 1.0260, 0.0339, 0.0433, 0.1516, 0.0708, 0.1593, 0.0908]
}


# 2
{
  "formula": "C20H46OP4PtS",
  "method": "ωB97M-V with the def2-TZVPD basis set",
  "lumo_ev": [-11.216, -15.567],
  "spin_multiplicity": 5,
  "orbital_gap_ev": [6.778, 4.325],
  "charge": 4,
  "species": ["Pt", "P", "P", "P", "H", "C", "C", "H", "C", "C", "C", "C", "C", "C", "C", "C", "C", "H", "H", "H", "H", "H", "H", "H", "H", "H", "H", "H", "H", "H", "H", "H", "H", "H", "H", "H", "H", "H", "H", "H", "H", "H", "H", "H", "H", "H", "C", "C", "C", "C", "C", "C", "S", "H", "H", "H", "H", "H", "H", "C", "P", "C", "C", "O", "H", "H", "H", "H", "H", "H", "H", "H", "H"],
  "coordinates": [[-0.17289, 1.00805, 0.78912], [1.76864, 1.99750, 1.78859], [-1.55406, 1.11374, 2.61585], [-1.29498, 2.57630, -0.52301], [0.53805, -4.79481, -7.03664], [0.73494, -3.78320, -7.40788], [1.98049, -3.28580, -7.45592], [2.84258, -3.87093, -7.11737], [2.96535, 0.77860, 2.41923], [1.52036, 3.14593, 3.18982], [2.70036, 2.93660, 0.53388], [-3.08412, 0.14658, 2.40402], [-0.81094, 0.34355, 4.09133], [-2.13812, 2.75178, 3.18914], [-0.76934, 2.65004, -2.26551], [-1.10834, 4.28263, 0.09238], [-3.08865, 2.25833, -0.63973], [-0.12416, -3.21161, -7.77460], [2.18547, -2.29395, -7.87345], [3.07879, -0.02858, 1.68597], [2.58487, 0.34443, 3.35173], [3.93153, 1.27104, 2.59561], [1.03488, 2.64552, 4.03873], [0.91198, 4.00175, 2.87067], [2.51073, 3.50894, 3.50659], [3.14762, 2.24328, -0.19200], [3.49116, 3.49996, 1.04860], [2.03544, 3.63197, 0.00463], [-3.71060, 0.27691, 3.29518], [-2.83215, -0.91559, 2.28800], [-3.64127, 0.48722, 1.52377], [-1.40777, 0.59988, 4.97601], [0.22327, 0.67185, 4.24019], [-0.80097, -0.74222, 3.95005], [-2.70304, 2.59859, 4.11966], [-2.80437, 3.21870, 2.45332], [-1.29515, 3.42172, 3.40385], [-1.34123, 3.44470, -2.76246], [-0.96792, 1.69504, -2.76575], [0.30097, 2.87174, -2.33524], [-1.84279, 4.90895, -0.43092], [-0.09972, 4.64269, -0.14334], [-1.28311, 4.34472, 1.17398], [-3.49058, 2.87185, -1.45714], [-3.61028, 2.51973, 0.28977], [-3.26139, 1.20002, -0.87627], [0.47970, -0.73779, -2.23599], [-0.88338, -1.09546, -2.29813], [-1.33122, -2.00661, -3.25317], [-0.42855, -2.59134, -4.14795], [0.92551, -2.23229, -4.10659], [1.37867, -1.31388, -3.17282], [1.15797, 0.37161, -1.10325], [-1.09345, -0.20536, 0.19000], [-1.57552, -0.66600, -1.57553], [-2.39006, -2.26526, -3.29502], [-0.77009, -3.32653, -4.87803], [1.62576, -2.67289, -4.81446], [2.42277, -1.02162, -3.12175], [1.48886, -3.12152, 0.34628], [0.71588, -2.65306, 1.90055], [-1.00458, -3.13653, 1.69362], [1.46499, -3.57233, 3.25141], [0.82225, -1.16408, 2.14127], [0.83145, -2.86493, -0.48964], [1.68771, -4.19805, 0.35901], [2.42402, -2.56259, 0.23611], [-1.05940, -4.21627, 1.52161], [-1.58761, -2.87300, 2.58342], [-1.41294, -2.60608, 0.82296], [2.51987, -3.27922, 3.32865], [0.95222, -3.32166, 4.18845], [1.38961, -4.65143, 3.05653]],
  "forces_ev_per_a": [[-0.47, -0.52, -1.05], [2.20, -0.09, 1.54], [-0.63, -0.18, 1.85], [-0.77, 1.46, -0.85], [0.07, 0.25, -0.10], [-3.76, -1.62, -0.11], [3.85, 1.43, -0.41], [-0.23, 0.16, -0.07], [-0.46, -0.27, -0.16], [-0.75, -0.01, -0.27], [-0.69, -0.16, -0.58], [0.09, 0.00, -0.47], [0.09, 0.03, -0.01], [0.19, -0.04, -0.22], [-0.04, 0.03, 0.10], [-0.10, -0.05, -0.07], [0.06, -0.08, 0.06], [0.24, -0.13, 0.10], [-0.06, -0.27, 0.11], [0.04, 0.19, 0.23], [0.12, 0.06, -0.27], [-0.24, 0.09, -0.07], [0.21, 0.16, -0.25], [0.19, -0.11, 0.14], [-0.14, -0.19, -0.19], [-0.07, 0.22, 0.24], [-0.19, -0.13, 0.03], [0.31, -0.05, 0.10], [0.16, 0.01, -0.12], [-0.09, 0.30, 0.02], [0.03, -0.13, 0.23], [0.07, -0.01, -0.20], [-0.26, -0.14, 0.02], [0.04, 0.32, 0.04], [0.13, -0.01, -0.24], [0.15, -0.09, 0.19], [-0.27, -0.16, -0.05], [0.15, -0.15, 0.05], [-0.02, 0.24, 0.08], [-0.17, 0.03, -0.04], [0.19, 0.02, 0.14], [-0.22, 0.00, 0.06], [0.04, 0.01, -0.36], [0.05, -0.10, 0.19], [0.13, -0.08, -0.24], [-0.06, 0.26, 0.05], [-0.08, 0.07, 0.22], [-0.30, -0.50, -0.32], [-0.19, 0.36, 0.52], [0.36, 0.18, 0.03], [-0.15, 0.20, 0.17], [0.18, 0.04, -0.11], [0.46, -0.70, -0.47], [0.49, -0.24, 0.79], [-0.01, -0.10, -0.28], [0.31, 0.04, 0.02], [-0.07, 0.21, 0.28], [-0.01, 0.07, 0.29], [-0.06, -0.11, -0.12], [0.21, -0.11, 0.12], [-0.15, 0.01, 0.01], [0.04, -0.17, 0.14], [-0.10, -0.07, -0.27], [-0.01, 0.73, -0.21], [0.02, -0.14, 0.13], [0.05, 0.15, -0.23], [-0.02, -0.23, 0.05], [-0.20, 0.13, 0.03], [0.10, -0.19, -0.13], [0.07, -0.15, 0.14], [-0.22, -0.13, 0.00], [0.11, -0.11, -0.20], [0.07, 0.25, 0.18]],
  "lowdin_charge": [0.5548, 0.7522, 0.6552, 0.6434, 0.1336, 0.2132, 0.2226, 0.1343, -0.2095, -0.1909, -0.2098, -0.2023, -0.2173, -0.2105, -0.2438, -0.2082, -0.2163, 0.1326, 0.1346, 0.0472, 0.0628, 0.0912, 0.0537, 0.0583, 0.0966, 0.0468, 0.0948, 0.0464, 0.0888, 0.0410, 0.0421, 0.0849, 0.0318, 0.0417, 0.0846, 0.0499, 0.0412, 0.0832, 0.0405, 0.0497, 0.0843, 0.0543, 0.0314, 0.0814, 0.0533, 0.0494, -0.6178, -0.0965, -0.0102, -0.0091, -0.0381, -0.0621, 0.7846, 0.0203, 0.0700, 0.1376, 0.1189, 0.0987, 0.1225, -0.1570, 0.5546, -0.1609, -0.1370, -0.4939, 0.0325, 0.0776, 0.0622, 0.0791, 0.0577, 0.0390, 0.0753, 0.0733, 0.0799]
}


# 3
{
  "formula": "C5H13NO",
  "method": "ωB97M-V with the def2-TZVPD basis set",
  "lumo_ev": 0.892,
  "spin_multiplicity": 1,
  "orbital_gap_ev": 10.603,
  "species": ["N", "C", "C", "C", "C", "C", "H", "H", "H", "H", "H", "H", "H", "H", "H", "H", "H", "H", "H", "O"],
  "coordinates": [[0.05882, -0.50484, -0.94309], [1.36825, -0.24265, -0.32330], [1.33445, -1.01242, 0.99774], [-0.14249, -0.88750, 1.44270], [-0.90343, -0.41834, 0.19272], [-1.43686, 0.98961, 0.31378], [0.07606, -1.48715, -1.20952], [2.14335, -0.62978, -0.98467], [1.47483, 0.83637, -0.18336], [1.96802, -0.61874, 1.78734], [1.54137, -2.07107, 0.80852], [-0.22767, -0.16015, 2.24032], [-0.48601, -1.83443, 1.87050], [-1.72884, -1.09499, -0.00669], [-2.13819, 1.05087, 1.15577], [-1.94559, 1.26474, -0.60532], [-0.63887, 1.66724, 0.61839], [0.11612, 0.95793, -2.42354], [-0.44355, 2.32368, -2.01373], [0.01024, 1.87162, -2.73457]],
  "forces_ev_per_a": [[-0.13, -0.28, 0.37], [0.06, -0.41, -0.04], [-0.68, 0.07, 0.20], [0.42, -0.16, 0.24], [0.00, -0.38, -0.26], [-0.20, -0.14, 0.83], [-0.04, 0.13, -0.22], [0.13, 0.37, -0.02], [0.17, -0.12, -0.02], [0.41, -0.14, -0.15], [0.30, 0.19, 0.08], [-0.08, 0.28, 0.19], [-0.18, 0.12, -0.26], [-0.18, -0.04, -0.20], [-0.12, -0.12, -0.26], [0.08, 0.34, -0.01], [0.11, 0.24, -0.49], [-0.23, 0.03, 0.24], [0.10, -0.16, -0.12], [0.06, 0.18, -0.09]],
  "lowdin_charge": [-0.0525, -0.2157, -0.1678, -0.1527, -0.3919, -0.0692, 0.1126, 0.1157, 0.1125, 0.1031, 0.1062, 0.0988, 0.1071, 0.1332, 0.0839, 0.0749, 0.0812, -0.0055, 0.0102, -0.0840]
}